Record 1
Below is C2H2N2O3 in the gas phase, with properties calculated with wB97M-V/def2-TZVPD.

Last column: Mulliken charge in e.
CARTESIAN COORDINATES (ANGSTROEM)
C (0.765, 1.086, 0.654)  -0.164
C (0.860, -0.012, -0.399)  0.474
H (-1.660, -1.912, -0.888)  0.354
H (1.491, 1.883, 0.832)  0.392
N (-0.408, -0.746, -0.028)  0.152
N (-0.325, 1.048, 1.284)  -0.247
O (-1.244, -1.084, -1.101)  -0.386
O (-1.173, 0.089, 0.852)  -0.083
O (1.694, -0.352, -1.206)  -0.492

Calculated values
Frontier orbital gap = 9.99 eV
HOMO energy = -10.23 eV
Structure (SMILES) = O=c1cnon1O

Record 2
Below is a molecular structure, C2H2N2O3S, with properties calculated with wB97M-V/def2-TZVPD.

Last column: Mulliken charge in e.
CARTESIAN COORDINATES (ANGSTROEM)
C (-0.534, 0.431, -1.209)  -0.071
C (0.216, 1.392, -0.199)  0.656
N (-1.114, -0.549, -0.642)  -0.329
N (0.990, -1.271, 0.199)  -0.586
O (1.004, 2.234, -0.497)  -0.469
O (-0.060, 0.956, 1.034)  -0.307
O (-0.921, -1.200, 1.980)  -0.532
S (-0.306, -0.707, 0.798)  0.986
H (-0.594, 0.595, -2.277)  0.404
H (1.319, -1.881, 0.813)  0.248

Calculated values
Frontier orbital gap = 9.76 eV
HOMO energy = -10.96 eV

Record 3
Below is C2H2N2O4 in the gas phase, with properties calculated with wB97M-V/def2-TZVPD.

Last column: Mulliken charge in e.
CARTESIAN COORDINATES (ANGSTROEM)
C (-0.133, -0.368, 0.373)  0.742
C (0.470, 1.707, -0.286)  0.455
H (-0.985, -2.765, 1.627)  0.389
H (1.033, 0.678, -1.999)  0.373
N (-0.448, -1.222, 1.177)  -0.447
N (-0.024, 0.994, -1.473)  -0.200
O (-1.011, -2.307, 0.860)  -0.325
O (-0.428, -0.375, -0.831)  -0.247
O (0.748, 2.919, -0.184)  -0.481
O (0.778, 0.740, 0.736)  -0.260

Calculated values
Frontier orbital gap = 9.25 eV
HOMO energy = -9.48 eV
Structure (SMILES) = O=c1[nH]o/c(=N\O)o1

Record 4
Below is a molecular structure, C2H2N2O5S, with properties calculated with wB97M-V/def2-TZVPD.

Last column: Mulliken charge in e.
CARTESIAN COORDINATES (ANGSTROEM)
C (-2.978, -0.301, 0.020)  0.540
C (0.590, 1.188, 0.014)  0.559
N (-2.890, 0.675, 0.695)  -0.845
N (0.484, -0.123, 0.066)  -0.416
O (-0.499, 1.955, 0.202)  -0.528
O (2.851, -0.388, 0.966)  -0.617
O (-3.275, -1.204, -0.666)  -0.658
O (1.629, 1.827, -0.323)  -0.704
O (2.028, -2.132, -0.683)  -0.573
S (2.107, -0.394, -0.293)  0.507
H (-1.265, 1.360, 0.362)  0.440
H (1.218, -2.462, -0.360)  0.294

Calculated values
Total charge = -2
Frontier orbital gap = 7.37 eV
HOMO energy = -1.28 eV

Record 5
Below is a gas-phase ion, C2H2N2OP (charge +1), with properties calculated with wB97M-V/def2-TZVPD.

Last column: Mulliken charge in e.
CARTESIAN COORDINATES (ANGSTROEM)
C (0.717, 0.389, 0.539)  0.265
C (0.138, 1.178, -0.389)  -0.524
N (0.295, -0.886, 0.724)  -0.480
N (-0.599, -1.322, -0.001)  0.760
O (-1.155, -2.365, -0.053)  -0.374
P (-1.282, 0.112, -1.372)  0.507
H (1.539, 0.697, 1.183)  0.444
H (0.348, 2.197, -0.632)  0.403

Calculated values
Total charge = +1
Frontier orbital gap (alpha / beta) = 6.50 / 6.50 eV
HOMO energy (alpha / beta) = -15.53 / -15.53 eV
Structure (SMILES) = O=[N+]1N=CC=P1

Record 6
Below is C2H2N2OS in the gas phase, with properties calculated with wB97M-V/def2-TZVPD.

Last column: Mulliken charge in e.
CARTESIAN COORDINATES (ANGSTROEM)
C (0.569, 0.429, -1.465)  0.024
C (-0.085, 0.256, -0.026)  0.469
N (1.143, 0.457, -2.443)  -0.308
N (0.440, -0.775, 0.680)  -0.482
O (-1.959, 1.006, 1.423)  -0.510
S (-1.295, 1.357, 0.222)  0.295
H (1.191, -1.410, 0.232)  0.264
H (-0.003, -1.321, 1.378)  0.247

Calculated values
Frontier orbital gap = 8.69 eV
HOMO energy = -8.95 eV

Record 7
Below is 2 unconnected molecules or ions with the total composition C2H2N2OS, with properties calculated with wB97M-V/def2-TZVPD.

Last column: Mulliken charge in e.
CARTESIAN COORDINATES (ANGSTROEM)
C (1.973, -0.282, -0.206)  0.474
C (-1.694, 0.561, 0.691)  0.542
N (1.830, 0.185, -1.334)  -0.425
N (-1.870, -0.596, 0.578)  -0.433
O (-1.616, 1.704, 0.737)  -0.376
S (1.696, -0.709, 1.235)  -0.333
H (-2.735, -1.105, 0.478)  0.274
H (2.415, 0.242, -2.179)  0.277

Calculated values
Frontier orbital gap = 10.11 eV
HOMO energy = -9.56 eV
Structure (SMILES) = N=C=O.N=C=S

Record 8
Below is a molecular structure, C2H2N2OS, with properties calculated with wB97M-V/def2-TZVPD.

Last column: Mulliken charge in e.
CARTESIAN COORDINATES (ANGSTROEM)
C (-0.019, 1.014, -0.112)  -0.309
C (0.500, -0.285, -0.004)  0.628
N (-1.277, 1.190, 0.040)  -0.338
N (1.605, -0.843, -0.012)  -0.491
O (-1.089, -1.245, -0.046)  -0.446
S (-2.157, -0.154, 0.003)  0.296
H (0.486, 1.960, -0.263)  0.391
H (1.952, -1.636, 0.395)  0.269

Calculated values
Frontier orbital gap (alpha / beta) = 7.99 / 7.99 eV
HOMO energy (alpha / beta) = -8.31 / -8.31 eV

Record 9
Below is a molecular structure, C2H2N2PS, with properties calculated with wB97M-V/def2-TZVPD.

Last column: Mulliken charge in e.
CARTESIAN COORDINATES (ANGSTROEM)
C (0.639, 0.687, -0.914)  0.006
C (0.447, 0.351, 0.460)  -0.152
N (1.914, 0.895, -1.271)  -0.509
N (1.545, 0.539, 1.141)  -0.597
P (2.816, 0.960, 0.078)  -0.073
S (-1.749, 1.806, 0.485)  -0.416
H (-0.233, 0.665, -1.738)  0.292
H (-0.488, -0.077, 0.838)  0.448

Calculated values
Total charge = -1
Frontier orbital gap (alpha / beta) = 5.57 / 6.26 eV
HOMO energy (alpha / beta) = -3.72 / -4.09 eV

Record 10
Below is 2 unconnected molecules or ions with the total composition C2H2N2S, with properties calculated with wB97M-V/def2-TZVPD.

Last column: Mulliken charge in e.
CARTESIAN COORDINATES (ANGSTROEM)
C (-1.425, 0.735, -0.819)  -0.199
C (-1.703, -0.079, 0.060)  -0.399
N (3.068, -0.846, -0.162)  -0.205
N (2.200, -0.339, 0.394)  0.289
S (1.101, 0.013, 1.331)  -0.096
H (-1.726, 1.146, -1.785)  0.299
H (-1.515, -0.630, 0.981)  0.310

Calculated values
Frontier orbital gap = 9.86 eV
HOMO energy = -9.59 eV
Structure (SMILES) = N#[N+][S-].C#C

Record 11
Below is C2H2N2S in the gas phase, with properties calculated with wB97M-V/def2-TZVPD.

Last column: Mulliken charge in e.
CARTESIAN COORDINATES (ANGSTROEM)
C (-2.396, 1.143, -0.127)  0.059
C (-1.485, -0.121, -0.086)  0.447
N (-3.074, 2.058, -0.046)  -0.300
N (-0.163, 0.010, -0.166)  -0.372
S (-2.300, -1.535, -0.205)  -0.292
H (0.321, 0.881, -0.031)  0.237
H (0.375, -0.834, -0.297)  0.220

Calculated values
Frontier orbital gap = 8.81 eV
HOMO energy = -9.31 eV
Structure (SMILES) = N#CC(N)=S

Record 12
Below is 2 unconnected molecules or ions with the total composition C2H2N3O, with properties calculated with wB97M-V/def2-TZVPD.

Last column: Mulliken charge in e.
CARTESIAN COORDINATES (ANGSTROEM)
C (-1.027, -1.576, 0.166)  0.517
C (-1.580, 0.754, -0.287)  0.532
N (-0.710, -2.633, 0.473)  -0.100
N (-1.263, -0.370, -0.096)  0.034
N (1.885, 0.511, -0.053)  -0.401
O (-1.846, 1.849, -0.363)  -0.113
H (2.543, 0.011, 0.510)  0.266
H (1.999, 1.452, -0.350)  0.265

Calculated values
Total charge = +1
Frontier orbital gap (alpha / beta) = 10.12 / 4.51 eV
HOMO energy (alpha / beta) = -15.66 / -15.70 eV

Record 13
Below is a molecular structure, C2H2N3O, with properties calculated with wB97M-V/def2-TZVPD.

Last column: Mulliken charge in e.
CARTESIAN COORDINATES (ANGSTROEM)
C (0.433, -0.376, -0.342)  -0.303
C (-1.424, -1.018, 0.132)  0.619
N (1.268, -1.283, -0.008)  0.502
N (1.996, -2.131, 0.056)  -0.327
N (-0.666, -0.112, 0.498)  -0.099
O (-2.076, -1.911, -0.075)  -0.121
H (0.755, 0.440, -1.021)  0.374
H (-0.746, 0.815, 0.998)  0.355

Calculated values
Total charge = +1
Frontier orbital gap = 9.76 eV
HOMO energy = -14.89 eV

Record 14
Below is a molecular structure, C2H2N3O, with properties calculated with wB97M-V/def2-TZVPD.

Last column: Mulliken charge in e.
CARTESIAN COORDINATES (ANGSTROEM)
C (-0.249, -0.908, 0.484)  0.107
C (-1.602, 1.726, -0.286)  0.461
N (2.509, -1.416, 0.243)  0.126
N (3.357, -1.508, -0.455)  -0.138
N (-0.662, -0.009, -0.110)  -0.273
O (-1.755, 2.232, 0.721)  -0.081
H (0.072, -1.847, 0.772)  0.414
H (-1.670, 1.730, -1.370)  0.383

Calculated values
Total charge = +1
Frontier orbital gap = 12.32 eV
HOMO energy = -18.20 eV

Record 15
Below is 2 unconnected molecules or ions with the total composition C2H2N3O2, with properties calculated with wB97M-V/def2-TZVPD.

Last column: Mulliken charge in e.
CARTESIAN COORDINATES (ANGSTROEM)
C (0.674, 0.816, -1.197)  0.550
C (-1.295, 0.274, 1.564)  -0.197
N (-0.019, 1.692, -0.926)  -0.740
N (-1.476, -0.108, 2.626)  0.470
N (1.503, -0.120, -1.361)  -0.617
O (1.466, -0.912, -2.588)  -0.431
O (-1.719, -0.490, 3.740)  -0.684
H (2.039, -1.701, -2.388)  0.330
H (-1.172, 0.550, 0.530)  0.320

Calculated values
Total charge = -1
Frontier orbital gap = 7.02 eV
HOMO energy = -2.98 eV

Record 16
Below is 2 unconnected molecules or ions with the total composition C2H2N3O2S2, with properties calculated with wB97M-V/def2-TZVPD.

Last column: Mulliken charge in e.
CARTESIAN COORDINATES (ANGSTROEM)
C (0.000, -1.955, -1.110)  -0.184
C (0.918, -0.922, -1.450)  -0.064
N (-0.802, -1.513, -0.160)  -0.857
N (0.625, 0.125, -0.671)  -0.672
N (-0.399, -0.279, 0.071)  0.747
O (-0.052, 3.768, 2.729)  -0.409
O (-1.304, 1.723, 2.146)  -0.480
S (2.173, -0.974, -2.612)  -0.573
S (-0.232, 2.661, 1.791)  0.774
H (-0.090, -2.945, -1.507)  0.426
H (-0.837, 0.310, 0.772)  0.291

Calculated values
Total charge = -1
Frontier orbital gap = 3.31 eV
HOMO energy = -2.63 eV

Record 17
Below is 2 unconnected molecules or ions with the total composition C2H2N3OS, with properties calculated with wB97M-V/def2-TZVPD.

Last column: Mulliken charge in e.
CARTESIAN COORDINATES (ANGSTROEM)
C (-1.475, 1.957, -0.045)  0.498
C (-2.181, -0.652, 0.286)  0.506
N (-1.912, 2.977, 0.294)  -0.599
N (0.341, 0.510, 0.117)  -0.637
N (-1.045, 0.800, -0.487)  -0.369
O (-1.433, -1.374, 0.924)  -0.571
S (-3.715, -0.457, -0.251)  -0.385
H (0.191, -0.434, 0.388)  0.336
H (0.518, 1.013, 0.911)  0.221

Calculated values
Total charge = -1
Frontier orbital gap = 7.71 eV
HOMO energy = -4.11 eV

Record 18
Below is C2H2N3P in the gas phase, with properties calculated with wB97M-V/def2-TZVPD.

Last column: Mulliken charge in e.
CARTESIAN COORDINATES (ANGSTROEM)
C (-2.222, -0.316, -1.168)  0.346
C (-1.467, 1.866, -0.969)  0.397
N (-2.886, -1.117, -1.654)  -0.376
N (-1.607, 2.986, -1.074)  -0.352
N (-1.325, 0.591, -0.725)  -0.113
P (-0.486, 0.001, 0.675)  -0.111
H (0.602, 1.131, 0.613)  0.104
H (0.250, -1.031, 0.073)  0.105

Calculated values
Frontier orbital gap = 10.13 eV
HOMO energy = -10.22 eV
Structure (SMILES) = N#CN(P)C#N

Record 19
Below is C2H2N4 in the gas phase, with properties calculated with wB97M-V/def2-TZVPD.

Last column: Mulliken charge in e.
CARTESIAN COORDINATES (ANGSTROEM)
C (0.066, -0.735, -0.507)  -0.256
N (0.479, -0.911, 0.873)  -0.110
N (-0.324, -0.049, 1.649)  -0.184
N (-0.712, 0.922, 0.996)  -0.113
C (-0.176, 0.720, -0.343)  0.262
N (1.161, 0.107, -0.337)  -0.372
H (-0.082, -1.519, -1.237)  0.382
H (-0.413, 1.465, -1.093)  0.391

Calculated values
Frontier orbital gap = 10.58 eV
HOMO energy = -10.85 eV
Structure (SMILES) = N1=NN2[C@H]3[C@@H]1N32

Record 20
Below is C2H2N4 in the gas phase, with properties calculated with wB97M-V/def2-TZVPD.

Last column: Mulliken charge in e.
CARTESIAN COORDINATES (ANGSTROEM)
C (-0.667, 0.443, -0.422)  0.048
N (-1.338, 0.051, 0.591)  -0.220
N (-0.548, -0.449, 1.638)  -0.051
N (0.432, -1.112, 1.401)  -0.036
N (1.186, -0.876, -0.167)  -0.341
C (0.781, 0.249, -0.608)  -0.103
H (-1.256, 0.709, -1.292)  0.363
H (1.409, 0.985, -1.140)  0.340

Calculated values
Frontier orbital gap (alpha / beta) = 9.39 / 9.39 eV
HOMO energy (alpha / beta) = -9.92 / -9.92 eV
Structure (SMILES) = c1cnnnn1

Number 1: E -11224.141 eV, strongest force on any atom 2.24 eV/A. Number 2: E -22061.036 eV, strongest force on any atom 5.61 eV/A. Number 3: E -13270.690 eV, strongest force on any atom 7.63 eV/A. Number 4: E -26159.515 eV, strongest force on any atom 3.96 eV/A. Number 5: E -16408.731 eV, strongest force on any atom 6.26 eV/A. Number 6: E -17966.998 eV, strongest force on any atom 5.34 eV/A. Number 7: E -17968.569 eV, strongest force on any atom 4.47 eV/A. Number 8: E -17966.396 eV, strongest force on any atom 4.69 eV/A. Number 9: E -25209.309 eV, strongest force on any atom 3.64 eV/A. Number 10: E -15917.730 eV, strongest force on any atom 7.62 eV/A. Number 11: E -15920.921 eV, strongest force on any atom 3.73 eV/A. Number 12: E -8609.608 eV, strongest force on any atom 4.37 eV/A. Number 13: E -8613.043 eV, strongest force on any atom 3.75 eV/A. Number 14: E -8614.854 eV, strongest force on any atom 3.59 eV/A. Number 15: E -10667.548 eV, strongest force on any atom 4.13 eV/A. Number 16: E -32342.294 eV, strongest force on any atom 2.52 eV/A. Number 17: E -19459.226 eV, strongest force on any atom 4.56 eV/A. Number 18: E -15862.778 eV, strongest force on any atom 3.23 eV/A. Number 19: E -8061.462 eV, strongest force on any atom 1.51 eV/A. Number 20: E -8062.090 eV, strongest force on any atom 1.81 eV/A.